Version i
DFT (the ωB97M-V functional and the def2-TZVPD basis) results for C19H21N3O2S in the gas phase.

Its total charge is 0. The value obtained for the lowest unoccupied orbital energy is 0.3166 eV. The calculation puts the HOMO energy at -8.1 eV. As for the HOMO-LUMO gap: 8.46 eV.

```
46
C19H21N3O2S the ωB97M-V functional and the def2-TZVPD basis
H -0.87 0.32 -0.35
N 1.22 0.23 -0.44
H 0.88 2.51 0.87
H 2.93 -1.49 -2.52
H 2.45 -0.97 0.72
C -1.13 0.89 2.87
N 0.12 1.04 2.12
H 6.41 -3.32 -3.61
O 5.09 -2.05 -2.66
C -2.26 0.32 2.07
C 0.82 -0.21 1.90
H -7.67 1.42 0.24
C 6.33 -2.47 -2.97
C 6.55 -0.70 -1.65
C -5.49 -1.01 -0.61
C -4.40 -0.60 0.13
H -0.91 0.26 3.73
H 1.31 -0.50 2.84
S 0.60 -0.31 -2.94
C -0.01 0.99 -0.36
C 5.22 -0.97 -1.86
C 1.88 -0.05 0.82
H -7.53 -0.62 -1.14
C 1.59 -0.28 -1.62
C 0.02 1.84 0.91
H -0.89 2.45 0.96
N 2.86 -0.84 -1.74
C -6.75 0.85 0.21
H -3.48 -1.17 0.07
C -6.67 -0.29 -0.57
H 8.33 -1.78 -2.45
C -3.34 1.02 1.72
H 0.15 -1.03 1.61
C 7.27 -1.68 -2.37
C 4.04 -0.27 -1.34
H -3.44 2.03 2.09
C -4.46 0.54 0.92
H -2.15 -0.71 1.76
H 6.95 0.09 -1.05
C -5.66 1.26 0.94
H -1.40 1.89 3.24
H -0.09 1.63 -1.24
O 4.12 0.72 -0.64
H -5.42 -1.90 -1.22
H -5.72 2.16 1.55
H 2.57 0.76 1.08
```

---

Version ii
DFT (the ωB97M-V functional and the def2-TZVPD basis) results for C19H21N3O2S in the gas phase.

Its total charge is 0. The value obtained for the lowest unoccupied orbital energy is 0.3862 eV. The calculation puts the HOMO energy at -8.3 eV. As for the HOMO-LUMO gap: 8.64 eV.

```
46
C19H21N3O2S the ωB97M-V functional and the def2-TZVPD basis
C -2.86 -2.04 4.05
H 3.61 -0.88 0.88
C -0.23 3.36 -5.66
H -0.02 0.87 -4.47
H -0.26 5.50 -5.37
H -0.51 -4.88 2.96
H -2.15 -5.27 4.76
S 2.46 -2.00 -1.27
C -0.87 4.73 -5.83
H -0.84 2.61 -6.15
O -1.00 1.09 1.19
C -2.09 -4.30 4.28
C 0.86 -0.70 3.57
N -1.86 -0.55 2.44
H 2.36 -1.39 4.93
C 3.11 -1.21 2.94
H -1.86 4.75 -5.37
H 0.62 0.82 -0.09
C -0.81 0.12 1.90
C -1.08 -2.85 2.65
H 1.58 1.63 -4.47
H 0.10 -0.63 4.33
H -0.99 4.97 -6.89
H 1.63 -0.46 -3.15
H 0.55 3.76 -3.69
C -0.06 3.01 -4.18
C 2.83 -0.84 1.63
C 1.56 -0.40 1.28
C 0.55 -0.36 2.26
O 0.41 2.01 -1.62
H 4.11 -1.54 3.19
C 2.13 -1.12 3.91
H 0.75 3.36 -6.15
C -2.94 -3.28 4.66
H -3.67 -3.44 5.43
H -3.52 -1.24 4.34
H -2.75 -0.08 2.32
H -1.03 3.01 -3.69
C -1.16 -4.09 3.27
C 1.67 -0.56 -1.15
N 1.27 0.03 -0.02
H -0.37 -2.70 1.85
C 0.75 1.30 -2.53
N 1.34 0.07 -2.34
C 0.59 1.64 -4.00
C -1.91 -1.81 3.05
```

---

Least stable structure: version i

---

Version i
DFT (the ωB97M-V functional and the def2-TZVPD basis) results for 2 unconnected molecules or ions with the total composition C16H17NO.

Its total charge is 0. The value obtained for the lowest unoccupied orbital energy is 0.8380 eV. The calculation puts the HOMO energy at -7.9 eV. As for the HOMO-LUMO gap: 8.73 eV.

```
35
C16H17NO the ωB97M-V functional and the def2-TZVPD basis
C -0.27 0.47 3.05
H -0.59 2.05 0.75
H 3.51 2.76 -1.11
N -2.74 -0.05 -0.08
C 0.00 -0.36 -3.21
C 1.41 2.11 0.09
H -2.88 -1.44 1.56
C -2.04 -0.07 -1.25
H 0.50 -2.52 1.02
C -2.32 -1.16 0.69
H -1.29 0.49 2.67
H -1.08 1.14 -4.25
C 2.99 0.56 1.06
C 2.05 0.35 2.04
C -0.02 -1.20 -2.10
H -0.31 0.96 4.03
C -2.01 0.80 -2.37
H 3.98 0.18 1.17
H 1.17 2.93 -0.58
H 0.68 -0.57 -4.01
C 0.41 1.70 0.98
C -1.06 -1.09 -1.17
H -3.52 0.53 0.16
C 0.75 0.87 2.03
O 3.63 1.85 -0.83
C -1.27 -1.77 0.09
H 2.21 -0.40 2.85
C -0.39 -2.89 0.49
H -0.04 -3.61 -0.30
C -1.03 0.59 -3.31
H -0.85 -3.56 1.22
C 2.64 1.50 0.04
H 0.68 -2.02 -1.98
H -2.81 1.51 -2.62
H -0.10 -0.61 3.22
```

---

Version ii
DFT (the ωB97M-V functional and the def2-TZVPD basis) results for 2 unconnected molecules or ions with the total composition C16H17NO.

Its total charge is 0. The value obtained for the lowest unoccupied orbital energy is 0.7630 eV. The calculation puts the HOMO energy at -7.8 eV. As for the HOMO-LUMO gap: 8.60 eV.

```
35
C16H17NO the ωB97M-V functional and the def2-TZVPD basis
H 1.21 0.15 -3.43
C 0.83 1.15 -1.72
C -0.89 -2.41 1.62
C 1.09 -2.70 0.52
H -2.53 -2.08 2.95
H 0.38 4.62 1.46
H -0.85 -1.69 -1.72
H -2.74 -0.51 -1.15
C 2.12 -2.88 -0.55
C 0.66 2.25 0.36
H -0.27 1.92 -3.26
C 1.22 1.22 -0.35
C -0.34 4.53 0.60
C -1.01 -1.60 -0.65
H -0.21 5.48 0.09
C -2.82 -1.22 0.93
H 0.88 2.33 1.42
C -2.26 -1.09 -0.37
C -0.24 -2.14 0.38
N 0.12 -2.71 2.55
H -1.40 4.45 0.89
H 2.09 0.62 -0.07
H -0.97 4.01 -2.06
H 2.80 -2.05 -0.31
O 1.16 0.05 -2.48
C 1.32 -2.98 1.81
C 0.04 3.33 -0.27
H 2.68 -3.81 -0.50
H 2.18 -3.19 2.42
C 0.09 2.18 -2.26
C -0.22 3.37 -1.64
H -3.63 -0.53 1.17
H -0.11 -3.42 3.25
C -2.15 -1.87 1.94
H 1.80 -2.78 -1.58
```

---

Least stable structure: version ii

---

Version i
DFT (the ωB97M-V functional and the def2-TZVPD basis) results for 2 unconnected molecules or ions with the total composition C4H12NO2.

As for the multiplicity: 2. Its total charge is 0. The value obtained for the lowest unoccupied orbital energy (spin up / spin down) is 0.7034 / -3.0898 eV. The calculation puts the HOMO energy (spin up / spin down) at -9.2 / -9.1 eV. As for the HOMO-LUMO gap (spin up / spin down): 9.89 / 6.06 eV.

```
19
C4H12NO2 the ωB97M-V functional and the def2-TZVPD basis
C 1.97 0.95 -0.41
H -3.46 -1.23 -0.82
H 2.51 0.86 -1.40
H 3.13 -0.65 0.33
H -1.24 1.73 0.40
H 0.28 -1.28 -0.01
H 0.20 2.38 -0.86
H 1.50 -0.28 1.35
H 1.43 -1.64 -1.17
H 2.29 1.78 0.24
O -0.93 -0.47 0.56
O -3.68 -0.70 -0.03
C 0.47 1.36 -0.67
H -0.12 1.24 1.60
H 0.35 0.98 -1.75
C 2.05 -0.38 0.38
N 1.26 -1.59 -0.15
C -0.53 0.92 0.49
H -2.65 -0.52 0.11
```

---

Version ii
DFT (the ωB97M-V functional and the def2-TZVPD basis) results for 2 unconnected molecules or ions with the total composition C4H12NO2.

As for the multiplicity: 2. Its total charge is 0. The value obtained for the lowest unoccupied orbital energy (spin up / spin down) is 0.3651 / 0.2805 eV. The calculation puts the HOMO energy (spin up / spin down) at -3.7 / -7.6 eV. As for the HOMO-LUMO gap (spin up / spin down): 4.11 / 7.87 eV.

```
19
C4H12NO2 the ωB97M-V functional and the def2-TZVPD basis
H 0.94 -1.56 -1.61
O -1.70 0.48 1.68
H 0.12 1.00 0.60
H 1.11 -1.37 1.43
H -0.22 -1.79 0.32
O 1.08 2.62 0.86
N 0.42 0.13 0.12
H 0.81 3.54 0.78
H -0.17 1.05 -1.58
H 1.36 0.31 -0.20
C -1.17 -0.67 1.70
H 0.14 -0.92 -3.06
C -0.41 0.07 -1.16
H -1.67 -1.50 2.30
H -1.44 0.02 -0.86
C 0.14 -1.03 0.99
C 0.01 -1.11 -2.00
H 1.50 2.54 1.73
H -0.84 -1.81 -2.04
```

---

Least stable structure: version i